C2H4O2P | wB97M-V/def2-TZVPD

Output
**Net charge**: -1
**Energy above the lowest of the compared OMol25 structures with the same formula, charge and spin**: 2.975 eV
**Calculated total energy**: -15521.4046 eV

```
9
C2H4O2P, DFT wB97M-V/def2-TZVPD
C 0.34695 -0.74498 -1.40531
C -0.33095 0.31824 1.73192
O 0.09133 1.98020 -0.45236
O 0.10957 -1.92489 -1.17019
P -0.23469 0.56644 0.04505
H -0.42780 -0.17093 -2.14086
H 1.35048 -0.35230 -1.04281
H -0.30739 1.07864 2.49012
H -0.59749 -0.75042 1.94444
```

C2H4O2P | wB97M-V/def2-TZVPD

Output
**Net charge**: +1
**Energy above the lowest of the compared OMol25 structures with the same formula, charge and spin**: 1.030 eV
**Calculated total energy**: -15514.2252 eV

```
9
C2H4O2P, DFT wB97M-V/def2-TZVPD
C 0.58784 0.37530 -0.83325
C -0.57683 -0.37846 -0.38672
O 0.49265 -0.01235 2.56238
O -1.33619 -0.30172 0.62866
P -0.93434 -0.17536 2.48058
H 0.98126 1.12950 -0.17283
H 0.28298 0.69368 -1.89227
H -0.84302 -0.97526 -1.31488
H 1.34565 -0.35534 -1.07168
```

C2H4O2S | wB97M-V/def2-TZVPD

Output
**Net charge**: 0
**Energy above the lowest of the compared OMol25 structures with the same formula, charge and spin**: 2.210 eV
**Calculated total energy**: -17067.0608 eV

```
9
C2H4O2S, DFT wB97M-V/def2-TZVPD
C 0.92344 -0.19797 -0.99914
C -0.30405 -0.58186 -0.83378
O -1.82314 0.72565 1.84739
O 0.61722 1.00910 1.48079
S -0.47299 0.27944 2.03015
H 1.63217 -0.08496 -0.15777
H 1.27069 0.11753 -1.96723
H -1.18714 -0.45244 -1.48212
H -0.65619 -0.81450 0.08171
```

C2H4O2S | wB97M-V/def2-TZVPD

Output
**Net charge**: 0
**Energy above the lowest of the compared OMol25 structures with the same formula, charge and spin**: 3.410 eV
**Calculated total energy**: -17065.8608 eV

```
9
C2H4O2S, DFT wB97M-V/def2-TZVPD
C -0.08119 0.76900 0.21936
C -0.92507 -0.63297 0.04025
H 1.94384 -0.22544 0.13874
H 0.16427 0.80767 1.41350
H -0.33798 1.63572 -0.25416
H 0.63897 -0.56727 -0.80020
O 1.23436 0.58253 -0.42854
O -0.16049 -1.38400 -0.80405
S -2.47670 -0.98524 0.47511
```

C2H4O2S2 | wB97M-V/def2-TZVPD

Output
**Net charge**: 0
**Energy above the lowest of the compared OMol25 structures with the same formula, charge and spin**: 2.429 eV
**Calculated total energy**: -27901.9067 eV

```
10
C2H4O2S2, DFT wB97M-V/def2-TZVPD
C 0.99013 -0.56387 -0.19481
C -0.38817 -0.50804 -0.68827
O 0.92636 0.04620 2.30773
O 2.82868 -1.55258 1.84248
S 2.20339 0.52345 -0.47475
S 2.30320 -0.21601 1.92633
H 1.33359 -1.34879 0.34889
H -0.50740 -1.40407 -1.25064
H -0.53899 0.29342 -1.44450
H -0.89119 -0.51025 0.22192
```

C2H4O2V | wB97M-V/def2-TZVPD

Output
**Net charge**: +2
**Energy above the lowest of the compared OMol25 structures with the same formula, charge and spin**: 1.511 eV
**Spin multiplicity**: 4
**Calculated total energy**: -31897.0709 eV

```
9
C2H4O2V, DFT wB97M-V/def2-TZVPD
O -0.13520 1.14301 0.13869
H -0.30395 2.08879 0.24563
O 0.32458 -1.31342 -0.03484
V 1.55848 0.15750 -0.12981
H 0.46709 -2.26663 -0.07296
C -1.02763 -0.94534 -0.11748
C -1.26684 0.41181 -0.05839
H -1.65781 -1.55234 -0.76949
H -1.93751 -0.21483 0.88391
```

C2H4O3 | wB97M-V/def2-TZVPD

Output
**Net charge**: 0
**Energy above the lowest of the compared OMol25 structures with the same formula, charge and spin**: 1.542 eV
**SMILES string**: O=CO.C=O
**Calculated total energy**: -8280.0167 eV

```
9
C2H4O3, DFT wB97M-V/def2-TZVPD
O 0.10856 0.66725 -2.74438
C -0.04726 -0.19737 -1.94187
O -1.20621 -0.86964 -1.88454
H 0.71362 -0.55580 -1.22464
H -1.16545 -1.66928 -1.38853
C 0.36637 0.67826 2.27276
O 0.88503 1.74744 2.11007
H -0.61869 0.28451 1.98060
H 0.96404 -0.08536 2.82053
```

C2H4O3 | wB97M-V/def2-TZVPD

Output
**Net charge**: 0
**Energy above the lowest of the compared OMol25 structures with the same formula, charge and spin**: 4.613 eV
**Calculated total energy**: -8276.9461 eV

```
9
C2H4O3, DFT wB97M-V/def2-TZVPD
C -2.38226 -0.38098 0.77641
C 1.55007 0.40236 -1.16095
O -2.16606 -0.04917 1.83982
O -2.28420 -0.72636 -0.31808
O 0.74046 -0.46394 0.90256
H 2.57267 0.35157 -0.80434
H 0.75829 1.37716 -1.30817
H 0.95296 -0.62874 -1.38923
H 0.25807 0.11810 1.46199
```